{
  "formula": "C48H96FO18P",
  "method": "ωB97M-V/def2-TZVPD",
  "orbital_gap_ev": 7.86,
  "e_tot_ha": -3681.9660,
  "smiles": "CCCCCCCCC[C@H](OC(=O)CCCF)P(C)C.CCOC(C)=O.CCOC(C)=O.CCOC(C)=O.CCOC(C)=O.CCOC(C)=O.CCOC(C)=O.CCOC(C)=O.CCOC(C)=O",
  "max_force_ha_per_bohr": 0.0594,
  "homo_ev": -7.577,
  "symbols": ["C", "C", "C", "C", "C", "C", "C", "C", "C", "C", "O", "C", "O", "C", "C", "C", "F", "P", "C", "C", "H", "H", "H", "H", "H", "H", "H", "H", "H", "H", "H", "H", "H", "H", "H", "H", "H", "H", "H", "H", "H", "H", "H", "H", "H", "H", "H", "H", "H", "H", "H", "H", "C", "C", "O", "C", "C", "O", "H", "H", "H", "H", "H", "H", "H", "H", "C", "C", "O", "C", "C", "O", "H", "H", "H", "H", "H", "H", "H", "H", "C", "C", "O", "C", "C", "O", "H", "H", "H", "H", "H", "H", "H", "H", "C", "C", "O", "C", "C", "O", "H", "H", "H", "H", "H", "H", "H", "H", "C", "C", "O", "C", "C", "O", "H", "H", "H", "H", "H", "H", "H", "H", "C", "C", "O", "C", "C", "O", "H", "H", "H", "H", "H", "H", "H", "H", "C", "C", "O", "C", "C", "O", "H", "H", "H", "H", "H", "H", "H", "H", "C", "C", "O", "C", "C", "O", "H", "H", "H", "H", "H", "H", "H", "H"],
  "xyz": [[-6.3971, 5.5815, -0.2111], [-6.0724, 3.9957, -0.2799], [-4.9193, 3.8376, -1.3900], [-4.7150, 2.3466, -1.9042], [-3.7608, 1.4620, -0.9374], [-2.2792, 2.0147, -1.1249], [-1.2512, 1.6345, 0.0331], [-1.8766, 1.6351, 1.5041], [-2.6716, 2.9636, 1.8668], [-1.8451, 4.0792, 2.6601], [-2.3569, 5.3823, 2.2408], [-1.7489, 5.8563, 1.0677], [-1.5296, 5.2073, 0.0408], [-1.2956, 7.4036, 1.0495], [-0.2027, 7.5664, -0.1020], [-0.9206, 7.8512, -1.5155], [-0.6873, 9.1861, -1.9714], [0.0392, 3.8957, 2.5996], [0.8233, 5.5479, 3.1849], [0.4645, 2.7076, 4.0420], [-7.2345, 5.8796, -0.9109], [-5.4578, 6.1060, -0.6080], [-6.5370, 5.9572, 0.8479], [-6.9927, 3.3824, -0.5098], [-5.6436, 3.7439, 0.7514], [-5.2508, 4.5042, -2.2632], [-3.9936, 4.3295, -0.9604], [-4.3691, 2.3483, -2.9803], [-5.7356, 1.8358, -1.8603], [-4.1931, 1.5840, 0.0994], [-3.8395, 0.4025, -1.3438], [-2.2864, 3.1344, -1.3587], [-1.8769, 1.5264, -2.0824], [-0.7492, 0.6636, -0.2568], [-0.4387, 2.4366, 0.0261], [-1.0851, 1.3241, 2.2496], [-2.6505, 0.7888, 1.5059], [-3.1428, 3.4854, 0.9695], [-3.5394, 2.6562, 2.5426], [-2.1443, 3.9724, 3.7740], [-0.9233, 7.6473, 2.0868], [-2.2067, 7.9969, 0.7308], [0.5116, 6.6913, -0.1879], [0.4451, 8.4708, 0.1720], [-0.5720, 7.1004, -2.2928], [-2.0538, 7.7340, -1.4186], [1.4500, 5.4202, 4.1213], [1.3416, 6.1022, 2.3494], [-0.0727, 6.1924, 3.5064], [1.2979, 3.1231, 4.6854], [0.7128, 1.6741, 3.6563], [-0.4408, 2.5835, 4.7316], [-1.9098, -3.1937, -4.2092], [-1.2726, -1.9683, -3.5892], [-1.7718, -1.7396, -2.2635], [-1.3013, -2.3506, -1.1651], [-0.3754, -3.5269, -1.3222], [-1.6751, -1.9991, -0.0721], [-1.6797, -4.0975, -3.6427], [-1.5597, -3.3312, -5.2332], [-2.9979, -3.0948, -4.2172], [-0.1813, -2.0155, -3.5920], [-1.5453, -1.0872, -4.1738], [-0.9559, -4.4475, -1.2511], [0.3575, -3.4979, -0.5141], [0.1911, -3.5248, -2.2515], [0.1130, -8.5545, -5.7905], [0.8987, -7.5113, -6.5568], [0.5737, -6.1849, -6.1114], [1.1254, -5.5910, -5.0434], [1.9454, -6.4159, -4.0900], [0.9043, -4.4236, -4.8198], [0.3456, -8.5326, -4.7259], [0.3306, -9.5534, -6.1692], [-0.9597, -8.3665, -5.8833], [1.9764, -7.6834, -6.5152], [0.6191, -7.5548, -7.6116], [1.3167, -6.7203, -3.2522], [2.7669, -5.7993, -3.7207], [2.3992, -7.2948, -4.5421], [2.0917, -2.2201, 5.0916], [2.8883, -1.1858, 4.3214], [2.5719, 0.1426, 4.7600], [3.1246, 0.7418, 5.8281], [3.9386, -0.0798, 6.7903], [2.9084, 1.9097, 6.0434], [2.3221, -2.1945, 6.1583], [2.3022, -3.2239, 4.7177], [1.0218, -2.0244, 4.9952], [3.9653, -1.3645, 4.3656], [2.6106, -1.2322, 3.2666], [3.3064, -0.3755, 7.6283], [4.7613, 0.5356, 7.1575], [4.3909, -0.9637, 6.3461], [-3.3099, 3.2489, 6.1817], [-4.2415, 2.9973, 7.3500], [-3.5279, 2.4572, 8.4704], [-2.8525, 3.1963, 9.3660], [-2.5969, 4.6502, 9.0732], [-2.3989, 2.6777, 10.3576], [-2.5405, 3.9827, 6.4304], [-3.8666, 3.6136, 5.3158], [-2.7900, 2.3288, 5.9055], [-4.8054, 3.8876, 7.6385], [-4.9787, 2.2439, 7.0660], [-1.5996, 4.7568, 8.6442], [-2.6477, 5.2047, 10.0116], [-3.3288, 5.1039, 8.4088], [-8.2077, 6.2991, -5.5311], [-6.9228, 5.5438, -5.8077], [-6.7555, 4.4552, -4.8906], [-7.3167, 3.2418, -5.0410], [-8.3865, 3.0525, -6.0824], [-7.0106, 2.3412, -4.3009], [-9.0852, 5.6627, -5.6589], [-8.3023, 7.1554, -6.2019], [-8.2240, 6.6553, -4.4990], [-6.8520, 5.1970, -6.8414], [-6.0734, 6.2106, -5.6469], [-9.3642, 3.1419, -5.6077], [-8.2804, 2.0529, -6.5065], [-8.3219, 3.7482, -6.9162], [0.5863, 3.5547, 10.9567], [1.3729, 4.5857, 10.1717], [1.0587, 5.9170, 10.6055], [1.6225, 6.5225, 11.6645], [2.4479, 5.7059, 12.6215], [1.4085, 7.6907, 11.8765], [0.8282, 3.5871, 12.0210], [0.7943, 2.5489, 10.5867], [-0.4831, 3.7466, 10.8716], [2.4509, 4.4094, 10.2050], [1.0843, 4.5322, 9.1197], [1.8253, 5.4139, 13.4678], [3.2743, 6.3236, 12.9765], [2.8956, 4.8201, 12.1765], [6.5537, -10.5804, -6.0068], [5.9878, -9.3717, -5.2891], [4.5645, -9.2900, -5.4629], [3.6702, -9.9582, -4.7172], [4.1481, -11.0536, -3.8041], [2.4905, -9.7226, -4.8360], [6.1480, -11.5129, -5.6098], [7.6409, -10.6094, -5.9113], [6.2927, -10.5501, -7.0670], [6.2538, -9.3468, -4.2301], [6.4039, -8.4651, -5.7323], [4.0318, -12.0131, -4.3092], [3.5336, -11.0426, -2.9026], [5.1782, -10.9382, -3.4749], [11.1740, -8.3728, -9.5577], [9.9443, -8.9404, -8.8773], [10.0311, -8.8025, -7.4522], [9.6988, -7.6887, -6.7760], [9.4584, -6.4148, -7.5396], [9.6624, -7.6965, -5.5668], [11.2833, -7.3037, -9.3669], [11.1215, -8.5265, -10.6372], [12.0760, -8.8551, -9.1757], [9.0155, -8.5061, -9.2550], [9.8872, -10.0124, -9.0763], [10.3704, -5.8171, -7.5305], [8.6586, -5.8624, -7.0441], [9.1339, -6.5681, -8.5665]],
  "mulliken_charge": [-0.95, -0.17, 0.11, -0.85, -0.15, -0.39, -0.33, -1.06, 0.91, 0.64, -0.40, 0.46, -0.43, -0.85, -0.44, -0.16, -0.36, 0.22, -0.86, -0.66, 0.23, 0.16, 0.34, 0.43, 0.04, 0.33, -0.41, 0.26, 0.31, 0.25, 0.19, 0.09, 0.32, 0.37, 0.17, 0.04, 0.54, -0.66, 0.10, -0.43, 0.32, 0.44, 0.31, 0.37, 0.20, 0.11, 0.34, 0.23, 0.13, 0.33, 0.11, 0.14, -0.93, -0.51, -0.23, 0.90, -1.21, -0.56, 0.18, 0.34, 0.39, 0.36, 0.35, 0.26, 0.32, 0.37, -0.98, -0.25, -0.37, 0.68, -0.63, -0.56, 0.23, 0.34, 0.37, 0.29, 0.31, 0.22, 0.38, -0.05, -1.00, -0.44, -0.36, 0.86, -1.16, -0.54, 0.28, 0.37, 0.31, 0.37, 0.35, 0.27, 0.33, 0.36, -0.61, -0.83, -0.36, 0.80, -0.97, -0.58, 0.26, 0.32, 0.31, 0.40, 0.36, 0.16, 0.38, 0.38, -0.95, -0.41, -0.37, 0.87, -1.18, -0.52, 0.28, 0.37, 0.27, 0.35, 0.34, 0.27, 0.32, 0.36, -0.79, -0.48, -0.37, 0.72, -0.87, -0.58, 0.28, 0.35, 0.19, 0.38, 0.29, 0.24, 0.30, 0.31, -0.97, -0.33, -0.36, 0.88, -1.28, -0.48, 0.32, 0.33, 0.31, 0.34, 0.21, 0.30, 0.32, 0.42, -1.00, -0.37, -0.37, 0.79, -1.02, -0.57, 0.28, 0.35, 0.31, 0.34, 0.33, 0.27, 0.31, 0.36]
}

***

{
  "formula": "C48H96O22",
  "method": "ωB97M-V/def2-TZVPD",
  "orbital_gap_ev": 8.88,
  "e_tot_ha": -3541.6060,
  "de_lowest_kj_mol": 274.9,
  "max_force_ha_per_bohr": 0.0918,
  "homo_ev": -8.808,
  "symbols": ["C", "O", "C", "O", "O", "C", "H", "H", "H", "H", "H", "H", "C", "O", "C", "O", "O", "C", "H", "H", "H", "H", "H", "H", "C", "O", "C", "O", "O", "C", "H", "H", "H", "H", "H", "H", "C", "C", "O", "C", "H", "H", "H", "H", "H", "H", "C", "C", "O", "C", "H", "H", "H", "H", "H", "H", "C", "C", "O", "C", "H", "H", "H", "H", "H", "H", "C", "C", "O", "C", "H", "H", "H", "H", "H", "H", "C", "C", "O", "C", "H", "H", "H", "H", "H", "H", "C", "C", "O", "C", "H", "H", "H", "H", "H", "H", "C", "C", "O", "C", "H", "H", "H", "H", "H", "H", "C", "C", "O", "C", "H", "H", "H", "H", "H", "H", "C", "C", "O", "C", "H", "H", "H", "H", "H", "H", "C", "C", "O", "C", "H", "H", "H", "H", "H", "H", "C", "C", "O", "C", "H", "H", "H", "H", "H", "H", "C", "C", "O", "C", "H", "H", "H", "H", "H", "H", "C", "C", "O", "C", "H", "H", "H", "H", "H", "H"],
  "xyz": [[4.4505, -6.9589, -0.8538], [4.9703, -5.6352, -1.1755], [4.2872, -4.4987, -0.8973], [3.2806, -4.4446, -0.1773], [5.0100, -3.4289, -1.2264], [4.5160, -2.1189, -1.1698], [4.7758, -7.7901, -1.4795], [3.3681, -7.0665, -0.9247], [4.8880, -7.2030, 0.1142], [4.4028, -1.9218, -0.1038], [3.5050, -2.1280, -1.5771], [5.2248, -1.3857, -1.5548], [-4.5259, -3.0653, 3.6374], [-3.3669, -2.3489, 3.9313], [-3.2745, -1.5640, 5.0495], [-4.1333, -1.3398, 5.8977], [-2.0640, -1.0373, 5.0456], [-1.4995, -0.2011, 6.0465], [-5.3713, -2.4289, 3.3759], [-4.7964, -3.7415, 4.4483], [-4.3660, -3.6676, 2.7431], [-1.6536, -0.5826, 7.0559], [-1.8330, 0.8313, 5.9420], [-0.4674, -0.2553, 5.7001], [0.1314, 0.1446, -2.3409], [-0.1778, -0.2791, -0.9990], [-0.5587, 0.7436, -0.0896], [-0.2877, 1.9454, -0.3103], [-0.9744, 0.1661, 1.0614], [-1.3099, 0.9508, 2.2134], [0.5704, -0.6757, -2.9088], [0.9247, 0.8878, -2.2606], [-0.7341, 0.5948, -2.8271], [-0.6463, 1.8049, 2.0786], [-0.9412, 0.2797, 2.9892], [-2.3383, 1.2966, 2.3177], [-3.3087, 3.8744, 2.6723], [-3.5839, 3.3962, 4.0573], [-4.0634, 2.2934, 4.2325], [-2.9089, 4.0835, 5.2803], [-4.0607, 4.6545, 2.5534], [-3.1389, 3.1312, 1.8933], [-2.3330, 4.3546, 2.5981], [-3.4419, 4.9646, 5.6375], [-1.9630, 4.4466, 4.8785], [-2.8804, 3.4233, 6.1471], [-1.3382, -0.5875, -6.1238], [-1.9299, 0.8494, -6.2586], [-1.9194, 1.7139, -5.3540], [-2.7121, 1.2049, -7.5573], [-0.3559, -0.5497, -6.5946], [-1.8866, -1.3837, -6.6271], [-1.2910, -0.7336, -5.0446], [-3.1756, 2.1746, -7.3757], [-3.5302, 0.4941, -7.6737], [-2.0853, 1.2559, -8.4476], [4.0091, 1.7915, -0.6673], [3.1279, 1.9886, 0.4862], [2.6105, 3.0792, 0.7103], [2.6656, 0.7746, 1.2050], [4.7956, 1.0893, -0.3908], [4.4554, 2.6978, -1.0765], [3.4038, 1.3856, -1.4778], [1.8555, 0.2678, 0.6807], [2.1326, 1.1817, 2.0643], [3.4355, 0.1162, 1.6073], [2.4382, -5.4422, -7.9584], [2.2834, -4.0293, -7.5719], [2.3494, -3.1146, -8.3674], [1.7847, -3.7921, -6.2256], [3.4447, -5.8138, -7.7665], [2.1024, -5.6001, -8.9834], [1.7017, -6.0377, -7.4190], [0.7168, -3.9944, -6.1433], [1.9678, -2.8135, -5.7819], [2.3924, -4.5016, -5.6640], [-6.4550, 1.1432, 2.5148], [-7.1639, -0.0818, 2.0070], [-8.2951, -0.4385, 2.4719], [-6.6142, -0.8088, 0.7823], [-7.2385, 1.8331, 2.8283], [-5.6753, 1.4945, 1.8389], [-6.0042, 0.7495, 3.4258], [-5.7466, -1.3929, 1.0892], [-6.3348, 0.0116, 0.1212], [-7.2529, -1.5744, 0.3418], [-3.5552, 3.4194, -1.7809], [-4.4672, 2.2049, -1.5675], [-4.9312, 1.8314, -0.4663], [-4.9803, 1.4900, -2.8290], [-4.1958, 3.9826, -2.4594], [-2.6507, 3.1710, -2.3361], [-3.4345, 4.0360, -0.8901], [-6.0416, 1.2765, -2.7020], [-4.3058, 0.6575, -3.0296], [-4.8396, 2.1322, -3.6984], [-2.1910, -2.9050, -1.1654], [-1.7393, -3.1249, -2.5922], [-2.4621, -2.9813, -3.6047], [-0.3354, -3.5517, -2.9052], [-1.7250, -2.0593, -0.6598], [-2.3174, -3.8177, -0.5831], [-3.2271, -2.5912, -1.2926], [0.0668, -3.0449, -3.7825], [-0.3136, -4.6082, -3.1723], [0.3942, -3.4147, -2.1071], [2.4883, 5.6427, -0.9386], [2.3093, 5.2220, -2.3679], [2.7379, 5.9725, -3.2810], [1.4524, 3.9473, -2.7080], [1.6947, 5.1632, -0.3656], [2.4514, 6.7056, -0.6998], [3.4429, 5.2088, -0.6409], [1.7924, 3.3449, -3.5503], [0.4642, 4.3231, -2.9732], [1.2894, 3.3534, -1.8086], [2.0057, -2.3603, 2.1492], [2.4587, -2.1027, 3.5853], [1.6721, -1.8423, 4.4852], [3.9202, -2.3324, 3.8704], [0.9287, -2.2389, 2.0331], [2.2955, -3.3699, 1.8578], [2.3604, -1.6187, 1.4334], [4.2940, -3.0903, 3.1820], [4.0426, -2.6702, 4.8995], [4.5224, -1.4380, 3.7110], [-0.4896, -4.8990, 4.1988], [0.6009, -5.8670, 4.8180], [0.3583, -6.4748, 5.8657], [1.9460, -6.1064, 4.1112], [-0.3574, -4.8608, 3.1175], [-0.2823, -3.8503, 4.4120], [-1.4760, -5.0546, 4.6355], [2.4120, -5.1274, 4.0000], [1.6907, -6.5575, 3.1523], [2.5469, -6.8153, 4.6810], [1.3597, 3.0318, 4.5384], [2.5929, 2.6468, 5.2495], [3.5537, 3.4350, 5.2916], [2.8086, 1.2766, 5.7822], [1.3181, 4.0572, 4.1711], [0.5917, 2.9421, 5.3067], [1.1819, 2.3698, 3.6910], [3.5560, 0.6290, 5.3237], [1.9191, 0.6898, 5.5529], [2.8729, 1.2714, 6.8703], [3.0543, 0.6924, -4.9159], [3.3512, -0.7166, -4.4836], [2.7556, -1.2705, -3.6312], [4.3711, -1.4373, -5.3530], [2.5052, 0.7762, -5.8538], [4.0275, 1.1815, -4.9571], [2.5471, 1.2016, -4.0964], [4.9894, -1.8445, -4.5530], [4.9683, -0.8559, -6.0554], [3.7634, -2.1862, -5.8609], [-0.5527, 7.0451, 0.7114], [0.1764, 6.7235, 1.9803], [0.3851, 5.5303, 2.2098], [0.3358, 7.8440, 2.9873], [-0.5708, 6.1825, 0.0453], [0.1425, 7.6899, 0.1738], [-1.5870, 7.3887, 0.7255], [0.8127, 8.6828, 2.4803], [1.0631, 7.3808, 3.6540], [-0.5849, 8.2263, 3.4281]],
  "mulliken_charge": [-0.65, -0.37, 0.71, -0.50, -0.41, 0.02, 0.28, 0.28, 0.29, 0.21, -0.18, 0.32, -0.70, 0.06, 0.43, -0.62, 0.09, -0.47, 0.19, 0.32, 0.22, 0.41, 0.01, 0.05, 0.27, 0.64, -0.70, -0.26, -0.01, 0.42, -0.43, -0.14, 0.22, 0.02, -0.26, -0.01, -0.62, 0.85, -0.44, -1.16, 0.48, -0.07, 0.08, 0.40, 0.17, 0.33, -0.45, 0.68, -0.50, -1.26, 0.25, 0.41, -0.12, 0.34, 0.33, 0.33, -0.87, 0.37, -0.43, 0.65, 0.41, 0.36, -0.06, -0.47, -0.58, 0.59, -1.22, 0.74, -0.59, -0.52, 0.30, 0.37, 0.36, 0.55, -0.44, 0.42, -0.40, 0.66, -0.67, -0.50, 0.35, -0.01, 0.17, 0.06, 0.04, 0.37, -1.17, 0.81, -0.45, -1.07, 0.52, 0.23, 0.18, 0.34, 0.16, 0.42, -0.98, 0.93, -0.66, -0.26, -0.07, 0.42, 0.39, -0.39, 0.55, 0.09, -0.30, 0.37, -0.64, -0.05, -0.16, 0.42, 0.17, 0.12, 0.30, -0.20, 0.32, 1.14, -0.60, -1.62, -0.02, 0.40, -0.72, 0.40, 0.39, 0.41, -0.63, 0.71, -0.58, -0.77, 0.29, -0.02, 0.38, -0.01, 0.31, 0.33, -0.06, 0.57, -0.62, -0.35, 0.05, 0.36, -0.22, 0.14, -0.25, 0.38, -0.86, 0.51, -0.13, -0.61, 0.37, 0.47, -0.22, 0.30, 0.37, -0.13, -1.15, 0.94, -0.42, -1.32, 0.13, 0.41, 0.39, 0.38, 0.35, 0.32]
}